The following is a quantum chemistry calculation of one molecule with the formula C19H17Cl2N5O2 at a distorted geometry, from the OMol25 dataset.

Calculated values
E: -56566.750 eV
LUMO: 0.010 Eh
SMILES string: O[C@@H]1COC[C@H]1Nc1nc(Nc2cc(Cl)cc(Cl)c2)ncc1-c1cccnc1
Orbital gap: 0.310 Eh
Energy relative to the best compared isomer or geometry (same formula, charge and spin): 53.3 kcal/mol

The geometry in XYZ format:
```
45
Properties=species:S:1:pos:R:3:lowdin_charge:R:1
O -1.022 -1.148 -3.446 0.00
C -0.237 -1.047 -2.273 -0.32
C 1.155 -1.603 -2.519 -0.12
O 1.361 -2.789 -1.676 -0.12
C 0.360 -2.675 -0.625 -0.15
C -0.862 -1.891 -1.152 -0.14
N -1.605 -1.077 -0.035 0.14
C -1.049 0.035 0.650 -0.28
N 0.084 0.541 0.245 0.22
C 0.456 1.690 0.683 -0.46
N 1.559 2.343 0.205 0.12
C 2.809 1.929 -0.325 -0.18
C 3.182 0.556 -0.470 -0.07
C 4.457 0.217 -0.976 -0.67
Cl 4.508 -1.418 -1.453 0.74
C 5.390 1.190 -1.313 -0.11
C 5.022 2.592 -1.168 -0.64
Cl 6.042 3.712 -2.017 0.67
C 3.762 2.896 -0.691 -0.07
N -0.243 2.541 1.298 0.12
C -1.316 2.008 1.871 -0.02
C -1.805 0.758 1.508 -0.16
C -3.084 0.204 1.990 -0.17
C -2.852 -0.984 2.681 -0.03
C -4.004 -1.709 3.043 -0.02
C -5.297 -1.083 2.931 -0.09
N -5.405 0.126 2.347 0.05
C -4.395 0.720 1.805 -0.09
H -1.905 -1.103 -3.219 0.05
H -0.139 0.040 -2.147 0.14
H 1.930 -0.721 -2.295 0.12
H 1.267 -1.962 -3.481 0.10
H 0.689 -2.149 0.240 0.10
H 0.025 -3.629 -0.279 0.11
H -1.592 -2.672 -1.528 0.17
H -2.506 -1.276 0.340 0.10
H 1.389 3.353 0.432 0.16
H 2.382 -0.184 -0.455 0.07
H 6.356 0.907 -1.560 0.07
H 3.548 3.948 -0.587 0.11
H -1.896 2.715 2.569 0.15
H -1.851 -1.359 2.845 0.13
H -3.924 -2.610 3.548 0.07
H -6.222 -1.560 3.189 0.10
H -4.525 1.626 1.269 0.11
```